[1]
Computed, not measured: a structure of composition C24H24B3Ba2Br12O24, with ωB97M-V/def2-TZVPD.

Its orbital gap (spin up / spin down) is 2.253 / 7.191 eV. The multiplicity is 2. As for the net charge: 0. The LUMO energy (spin up / spin down) is -2.530 / -2.581 eV. The calculation puts the total energy at -33749.11782 Eh.

Geometry (Å):
Ba 3.3194 4.5579 -1.8127
Ba 0.7713 3.3962 4.7028
O 5.6030 2.7740 -1.1272
C 5.7274 2.6943 0.0877
O 4.9942 3.2065 0.9747
B 5.5456 2.8537 2.2921
O 6.7224 2.0470 1.9968
C 6.9911 2.0598 0.7090
O 7.9229 1.4827 0.0997
O 4.4504 2.2939 3.1348
C 4.3123 3.0833 4.1856
O 3.4230 2.9863 5.0354
C 5.2789 4.2245 4.1660
O 6.0587 3.9834 3.1676
O 5.3160 5.1203 4.9556
O -2.2496 -2.4611 -0.7151
C -1.1389 -2.0331 -0.3392
O -0.6916 -0.7960 -0.3092
B 0.6100 -0.6913 0.3582
O 1.0180 -2.1095 0.4207
C -0.0361 -2.9383 0.1777
O -0.1539 -4.1662 0.3640
O 1.5309 0.0261 -0.5495
C 2.1028 1.0571 0.0760
O 2.7363 2.0022 -0.4405
C 1.5853 1.0036 1.5344
O 0.7298 -0.0542 1.6186
O 1.7293 1.7816 2.4818
O -5.1038 5.7970 -2.0162
C -4.1537 6.0981 -1.2449
O -3.3103 5.2343 -0.7484
B -2.1286 5.8210 -0.1156
O -2.5555 7.2372 0.0222
C -3.5807 7.4965 -0.7354
O -4.1268 8.5767 -0.8416
O -1.9403 5.1534 1.2258
C -0.7426 4.5856 1.2164
O -0.1487 4.0201 2.1133
C -0.0864 4.7871 -0.1602
O -0.8706 5.5858 -0.8465
O 0.9127 4.2377 -0.5052
Br -1.4536 -1.0604 -4.4843
C -2.9182 -2.3757 -4.2737
C -4.3191 -1.7819 -4.3754
Br -4.5054 -0.6521 -6.0317
H -2.7066 -2.8726 -3.3268
H -2.6929 -3.1138 -5.0435
H -4.4502 -1.1338 -3.5088
H -5.1233 -2.5137 -4.2990
Br -0.6537 -5.2648 4.5185
C -2.0408 -4.6835 3.1252
C -2.5985 -5.8515 2.3631
Br -3.7193 -7.1251 3.2332
H -1.4042 -4.0564 2.5010
H -2.7797 -4.0771 3.6491
H -1.7862 -6.4789 1.9961
H -3.2927 -5.4591 1.6200
Br -0.4927 2.2031 -2.4682
C -2.1111 1.8102 -1.2925
C -3.0243 1.0511 -2.1599
Br -4.8942 0.9356 -1.4975
H -2.5154 2.8039 -1.0994
H -1.7193 1.3222 -0.4001
H -2.7181 0.0059 -2.1164
H -3.1570 1.4628 -3.1604
Br -0.6060 0.5556 4.9247
C 0.0943 -1.3581 4.6237
C 1.3481 -1.8224 5.3545
Br 2.6967 -0.6090 4.6642
H 0.4451 -1.3308 3.5921
H -0.7019 -2.0849 4.7853
H 1.5699 -2.8785 5.2006
H 1.2611 -1.7771 6.4400
Br -3.4748 -7.3137 -0.9576
C -2.1810 -5.9737 -1.5389
C -1.7396 -6.2533 -2.9788
Br -0.4929 -4.8737 -3.4932
H -1.2707 -5.9795 -0.9394
H -2.7629 -5.0520 -1.5491
H -2.6622 -6.2093 -3.5576
H -1.2141 -7.2078 -3.0078
Br 2.4815 -2.8969 -3.7969
C 2.3060 -1.0854 -3.0659
C 2.7553 -0.1790 -4.2504
Br 2.8566 1.7449 -3.8088
H 3.0533 -0.9747 -2.2801
H 1.2766 -0.8787 -2.7730
H 1.9403 -0.2721 -4.9683
H 3.7246 -0.3998 -4.6973

List of Mulliken charges in e, atom by atom: 0.6950, 1.8956, -0.6393, 0.8558, -0.3063, 0.9435, -0.4221, 0.3656, -0.5960, -0.0452, 0.7275, -0.8922, 0.3677, -0.5314, -0.5875, -0.6969, 0.8448, -0.1656, 1.0759, -0.3698, 0.2180, -0.6145, 0.3672, -0.6106, -0.2669, -0.3282, 0.0166, -0.4634, -0.6303, 0.6186, -0.4953, 1.1797, -0.4916, 0.4761, -0.5709, -0.5482, 0.5077, -0.4145, -0.0081, -0.6580, 0.0181, -0.0160, -0.1114, -0.2482, -0.1835, -0.3758, 0.4351, -0.0260, 0.5043, -0.2093, 0.1370, -0.5454, -0.1098, -0.3375, 0.5050, 0.3301, 0.2351, -0.0648, 0.2362, -0.3980, -0.2048, 0.2001, 0.1089, -0.1879, 0.5007, -0.3076, -0.2673, -0.4808, -0.0762, -0.0965, 0.4593, 0.3290, 0.4039, -0.1597, -0.4055, -0.6283, -0.1357, 0.3151, 0.2098, 0.3964, 0.4269, -0.1665, 0.1555, -0.7422, -0.1865, 0.3128, -0.2210, 0.3745, 0.4961



[2]
Computed, not measured: a cluster of 3 separate species, C17H39FO9S2 in total, with ωB97M-V/def2-TZVPD.

Its orbital gap is 9.663 eV. As for the net charge: 0. The LUMO energy is 0.619 eV. The calculation puts the total energy at -2244.33808 Eh.

Geometry (Å):
C -4.1102 -5.8417 0.9935
C -3.7384 -4.5926 1.9104
F -4.4019 -3.4971 1.3184
O -4.2393 -4.8921 3.2097
S -3.7413 -3.7908 4.3850
O -4.2102 -2.4196 3.9972
O -2.0455 -3.8091 4.3356
C -1.4964 -2.5218 4.6963
C -1.1141 -1.7670 3.3638
C -0.4594 -0.3509 3.5868
S -1.7667 0.8994 3.9990
H -4.9491 -5.5477 0.3021
H -4.4591 -6.6864 1.6545
H -3.2470 -6.1951 0.3782
H -2.6314 -4.4530 1.8629
H -0.5218 -2.7141 5.2378
H -2.1261 -1.9207 5.3979
H -0.3407 -2.4012 2.8349
H -2.0237 -1.7344 2.7021
H 0.0030 -0.0319 2.6082
H 0.3711 -0.3823 4.3441
H -1.7487 1.0476 5.3724
C 4.6296 4.8356 -0.6659
O 3.2610 4.5443 -0.4735
C 2.9775 3.1624 -0.6438
C 1.7029 2.7842 0.0963
O 1.8945 2.6147 1.4980
C 2.0806 3.8050 2.2633
C 0.8060 4.6197 2.4223
O 0.5606 5.3923 1.2543
C -0.7977 5.7648 1.1379
H 4.9395 4.5931 -1.6869
H 4.7761 5.9022 -0.4933
H 5.2441 4.2851 0.0556
H 3.8070 2.5496 -0.2747
H 2.8428 2.9800 -1.7179
H 1.3827 1.8043 -0.2685
H 0.8892 3.4813 -0.1098
H 2.8998 4.4050 1.8688
H 2.3845 3.4613 3.2560
H 0.9180 5.3162 3.2633
H -0.0336 3.9445 2.6200
H -1.4346 4.8759 1.0733
H -0.9135 6.3371 0.2175
H -1.1027 6.3863 1.9858
C 0.5410 -1.5435 -6.8147
O 0.4092 -1.9648 -5.4729
C 1.5983 -2.5670 -4.9800
C 1.6476 -2.4856 -3.4614
O 2.0446 -1.2047 -2.9779
C 1.0763 -0.1629 -3.0862
C -0.0731 -0.3042 -2.0997
O -1.0196 -1.2524 -2.5730
C -1.8153 -1.7779 -1.5289
H 0.7363 -2.3956 -7.4728
H -0.3942 -1.0696 -7.1140
H 1.3441 -0.8035 -6.9073
H 2.4827 -2.0746 -5.3986
H 1.5910 -3.6204 -5.2882
H 2.4218 -3.1751 -3.1158
H 0.7090 -2.8062 -3.0068
H 0.7210 -0.0607 -4.1109
H 1.6165 0.7562 -2.8410
H -0.5904 0.6590 -1.9993
H 0.3197 -0.6075 -1.1227
H -1.1885 -2.2919 -0.7914
H -2.5026 -2.5051 -1.9608
H -2.3930 -0.9843 -1.0450

List of Mulliken charges in e, atom by atom: -1.1007, 0.6531, -0.3113, -0.3311, 0.5525, -0.4671, -0.3300, -0.7140, -0.0713, -0.5530, -0.2484, 0.2838, 0.2988, 0.2830, 0.1954, 0.3623, 0.3637, 0.2708, 0.2380, 0.1263, 0.3696, 0.1178, -0.8058, -0.2570, -0.6285, -0.0003, -0.4551, -0.4527, -0.4717, -0.2730, -0.7603, 0.3242, 0.2352, 0.3420, 0.3570, 0.3669, -0.0009, 0.2767, 0.1455, 0.4170, 0.4397, 0.3038, 0.3152, 0.2344, 0.3189, -0.7863, -0.2517, -0.5809, -0.3693, -0.4717, -0.1279, -0.6356, -0.3275, -0.8303, 0.3253, 0.2322, 0.3323, 0.3500, 0.4285, 0.4081, 0.1348, 0.1844, 0.2028, 0.4768, 0.3450, 0.3232, 0.3048, 0.3734



[3]
Computed, not measured: the ion C6H12NO5S with charge +1, with ωB97M-V/def2-TZVPD.

Its orbital gap is 9.166 eV. As for the net charge: +1. The LUMO energy is -3.520 eV. The calculation puts the total energy at -1064.56096 Eh. The relative energy (zero: lowest compared OMol25 entry of this formula, charge and spin) is 1.6738 eV.

Geometry (Å):
C -0.7600 -1.0355 0.6367
C -1.7438 -0.0694 0.1558
C 0.6224 -0.3645 0.9205
C -0.3850 1.1494 -1.2740
C 1.0188 0.6163 -1.2518
C 1.3816 -1.2997 1.8453
N -0.6275 2.5422 -1.6459
O 1.4472 -0.2051 -0.1729
O -1.4392 -1.5517 1.8169
O -2.8469 -0.4031 -0.5237
O 1.9884 1.5446 -1.5274
O 1.4630 -2.5238 1.2791
S 0.0768 0.0441 -2.6551
H -0.5918 -1.7727 -0.1067
H -1.9676 0.6597 0.9584
H 0.3336 0.6425 1.4671
H 0.7198 -1.3091 2.7136
H 2.3431 -0.7596 2.0472
H -1.5808 2.7323 -1.7142
H 0.0348 2.5893 -2.4589
H -0.2649 3.1459 -0.8709
H -0.8831 -1.9926 2.4307
H -2.8889 -1.2161 -0.9953
H 2.9073 1.1330 -1.4425
H 1.6429 -2.2964 0.3680

List of Mulliken charges in e, atom by atom: 0.0838, -0.1601, 0.1126, -0.8666, 0.6708, -0.9497, -0.0195, -0.4004, -0.5240, -0.4357, -0.5323, -0.4645, -0.1312, 0.4309, 0.4027, 0.3164, 0.5335, 0.3056, 0.3080, 0.4820, 0.3648, 0.3665, 0.3737, 0.3585, 0.3744



[4]
Computed, not measured: the molecule CH2OS2, with ωB97M-V/def2-TZVPD.

Its orbital gap is 9.067 eV. As for the net charge: 0. The LUMO energy is -0.071 eV. As for the SMILES: OC(=S)S. The calculation puts the total energy at -910.88693 Eh. The relative energy (zero: lowest compared OMol25 entry of this formula, charge and spin) is 0.7796 eV.

Geometry (Å):
C -0.1577 0.2671 -0.0828
H 1.2317 -1.5099 0.7760
H 0.9762 1.7437 -0.1555
O 0.0412 1.5607 0.0940
S 1.5109 -0.4639 -0.0465
S -1.6104 -0.4312 -0.0082

List of Mulliken charges in e, atom by atom: 0.4245, 0.1800, 0.3093, -0.3632, -0.2991, -0.2515



[5]
Computed, not measured: a structure of composition C39H38KN8OP2S2Se2, with ωB97M-V/def2-TZVPD.

Its orbital gap is 5.683 eV. As for the net charge: -1. The LUMO energy is 1.971 eV. The calculation puts the total energy at -8904.09786 Eh. The relative energy (zero: lowest compared OMol25 entry of this formula, charge and spin) is 0.0000 eV.

Geometry (Å):
K 1.0895 2.1016 -1.1134
C 2.3760 7.3137 1.5409
C 2.5659 6.0292 0.7640
N 2.7424 4.9066 1.3958
N 2.5746 4.7008 2.6530
C 2.8840 3.4337 3.0137
N 2.9607 3.3174 4.3644
S 3.0504 2.2241 1.8801
C 2.5255 6.1061 -0.6744
C 2.1924 7.3646 -1.3202
C 2.2399 7.3953 -2.6968
C 2.6500 6.2501 -3.3868
C 2.7983 5.0383 -2.7094
N 2.7714 4.9768 -1.3946
H 2.6189 7.0650 2.5630
H 1.3710 7.7120 1.5033
H 3.0359 8.1035 1.1780
H 2.7467 4.1216 4.9624
H 3.1506 2.4431 4.8406
H 1.8302 8.2069 -0.7462
H 1.9088 8.2715 -3.2384
H 2.6801 6.2393 -4.4990
H 2.9680 4.0870 -3.2732
Se 0.3541 -4.9013 1.1820
P -1.3564 -3.9223 0.2874
C -1.7052 -4.4005 -1.4574
C -0.6961 -4.9187 -2.2817
C -1.0205 -5.3123 -3.5677
C -2.3530 -5.2276 -4.0417
C -3.3384 -4.6701 -3.2144
C -3.0058 -4.2317 -1.9323
C -2.8668 -4.4376 1.2057
C -3.2376 -3.8065 2.3931
C -4.3947 -4.1969 3.0614
C -5.2070 -5.2076 2.5500
C -4.7666 -5.9492 1.4343
C -3.5721 -5.5845 0.7855
C -0.5319 -2.3379 0.0306
C -0.6620 -1.0223 0.4381
N 0.2008 -0.3082 -0.3786
N 0.8369 -1.1239 -1.1907
N 0.4674 -2.3928 -0.9730
P -1.7321 -0.2007 1.6080
Se -1.1939 1.8519 1.6175
C -1.4232 -0.9566 3.2209
C -2.1386 -0.4556 4.3340
C -1.5831 -0.6774 5.5910
C -0.3959 -1.3779 5.7650
C 0.2151 -1.9826 4.6781
C -0.3008 -1.7682 3.3872
C -3.2699 -0.3684 0.7804
C -3.4001 0.1248 -0.5276
C -4.6694 0.4271 -1.0218
C -5.8045 0.0323 -0.2530
C -5.6541 -0.5323 1.0058
C -4.3758 -0.6551 1.5805
H 0.3021 -4.9750 -1.8523
H -0.2209 -5.6648 -4.2356
H -2.6276 -5.5307 -5.0585
H -4.3670 -4.5937 -3.5528
H -3.6713 -3.7412 -1.2301
H -2.6013 -3.0483 2.8343
H -4.7274 -3.7404 3.9952
H -6.1250 -5.4384 3.0881
H -5.3672 -6.8165 1.1243
H -3.2082 -6.1424 -0.0803
H -3.0368 0.1143 4.1805
H -2.2011 -0.3669 6.4314
H 0.0796 -1.4527 6.7682
H 1.0959 -2.6100 4.8598
H 0.2443 -2.1021 2.5207
H -2.4822 0.3444 -1.0724
H -4.7644 0.8454 -2.0451
H -6.8239 0.1869 -0.6380
H -6.5298 -0.8843 1.5464
H -4.2529 -0.9883 2.5682
O 2.9518 1.5463 -3.0082
S 3.9615 0.6880 -2.2336
C 4.7102 -0.6179 -3.3231
C 6.2245 -0.4135 -3.4236
C 6.6624 0.6342 -2.3060
C 5.5308 1.6595 -2.2943
H 4.2108 -0.5291 -4.3318
H 4.4064 -1.5645 -2.8167
H 6.4300 -0.0203 -4.4104
H 6.8046 -1.3285 -3.3410
H 7.6406 1.0977 -2.5946
H 6.7509 0.1205 -1.3520
H 5.5242 2.2791 -3.2168
H 5.5376 2.3307 -1.4410
N -0.3321 1.3367 -3.8975
C -1.5336 1.4029 -3.8246
H 0.6543 1.0652 -4.0397

List of Mulliken charges in e, atom by atom: 0.6672, -1.5384, 0.4705, 0.4399, -1.0551, 0.3404, -0.3676, -0.3839, 0.5649, -0.8713, -0.3099, -0.7819, 0.0836, -0.1737, 0.4315, 0.2841, 0.3652, 0.2236, 0.1903, 0.2830, 0.3950, 0.2906, 0.2800, -0.4404, 0.0400, 0.4121, -0.3959, -0.5884, -0.4369, -0.7364, -0.2559, 0.3843, -0.0224, -0.6241, -0.5568, -0.5999, -0.5860, 0.5045, -0.8710, 0.6650, -0.5721, -0.3320, 0.2421, -0.4669, 0.3035, -0.4282, -0.7616, -0.4386, -0.9106, 0.2679, 1.0605, -0.6397, -0.5519, -0.4880, -0.7572, 0.1763, 0.4046, 0.3394, 0.3620, 0.3862, 0.5375, 0.4092, 0.3866, 0.3784, 0.3601, 0.5405, 0.5145, 0.3388, 0.3314, 0.4218, 0.4518, 0.1992, 0.3810, 0.3426, 0.4015, 0.1193, -0.6731, 0.5827, -0.5962, -0.6579, -0.6240, -0.7414, 0.2651, 0.3648, 0.2932, 0.3265, 0.3073, 0.3390, 0.2746, 0.4920, -0.0756, -0.1735, 0.2665



[6]
Computed, not measured: the molecule C4H7N3, with ωB97M-V/def2-TZVPD.

Its orbital gap is 10.014 eV. As for the net charge: 0. The LUMO energy is 0.944 eV. As for the SMILES: [H]/N=N/N=C=CCC. The calculation puts the total energy at -320.76403 Eh. The relative energy (zero: lowest compared OMol25 entry of this formula, charge and spin) is 3.2456 eV.

Geometry (Å):
C -1.7824 0.6079 0.1172
C -1.3556 -0.4415 -0.8991
C 0.8288 -0.6283 0.2094
C 0.1104 -0.7857 -0.8727
N 3.3917 0.3438 0.7939
N 2.3514 0.5305 1.4338
N 1.4634 -0.5429 1.2628
H -2.8597 0.7820 0.0471
H -1.5495 0.2764 1.1317
H -1.2705 1.5610 -0.0411
H -1.9148 -1.3661 -0.7162
H -1.6497 -0.1336 -1.8989
H 0.5585 -1.3264 -1.7068
H 4.0019 1.1442 1.0106

List of Mulliken charges in e, atom by atom: -1.2269, -0.2145, 0.4483, -0.6098, -0.3291, -0.0791, -0.1671, 0.3436, 0.3423, 0.3075, 0.2605, 0.3310, 0.3213, 0.2718



[7]
Computed, not measured: the molecule C4H4N2, with ωB97M-V/def2-TZVPD.

Its orbital gap is 12.456 eV. As for the net charge: 0. The LUMO energy is 0.398 eV. As for the SMILES: CC(C#N)C#N. The calculation puts the total energy at -264.29530 Eh. The relative energy (zero: lowest compared OMol25 entry of this formula, charge and spin) is 0.8471 eV.

Geometry (Å):
C -0.0463 1.1795 -0.2616
C 0.0321 -0.2359 0.3751
C -1.1855 -1.0442 0.0612
C 1.2491 -0.9515 -0.0110
H 0.1137 1.0404 -1.3229
H 0.7342 1.8178 0.1869
H -1.0290 1.6616 -0.0787
H 0.0901 -0.1228 1.4909
N -2.1309 -1.6901 -0.2270
N 2.1725 -1.6548 -0.2129

List of Mulliken charges in e, atom by atom: -1.2403, 0.6825, 0.0653, 0.0383, 0.3394, 0.3414, 0.3463, 0.2064, -0.3879, -0.3914



[8]
Computed, not measured: the molecule C18H16N2O4S, with ωB97M-V/def2-TZVPD.

Its orbital gap is 8.556 eV. As for the net charge: 0. The LUMO energy is 0.561 eV. As for the SMILES: O=C(CCn1c(=O)sc2ccccc21)NCc1ccc2c(c1)OCO2. The calculation puts the total energy at -1504.22847 Eh. The relative energy (zero: lowest compared OMol25 entry of this formula, charge and spin) is 0.0093 eV.

Geometry (Å):
O 0.5109 3.6323 -0.5571
C 0.0742 2.6194 -0.0487
N 0.7847 1.8220 0.7632
H 0.4021 0.9550 1.1234
C 2.1893 2.0476 1.0392
C 3.0329 0.9485 0.4439
C 3.9156 1.2136 -0.5898
C 4.6919 0.2122 -1.1706
C 4.5390 -1.0597 -0.6782
C 3.6435 -1.3369 0.3569
C 2.8812 -0.3540 0.9350
H 2.1895 -0.5823 1.7294
O 3.6881 -2.6752 0.6485
C 4.6416 -3.2315 -0.2291
O 5.1666 -2.2177 -1.0587
H 5.4572 -3.6897 0.3539
H 4.1635 -4.0059 -0.8509
H 5.3803 0.4220 -1.9717
H 4.0062 2.2234 -0.9588
H 2.4497 3.0158 0.6071
H 2.3324 2.0826 2.1250
C -1.3651 2.1665 -0.3180
H -1.8915 3.0372 -0.7102
H -1.3207 1.4267 -1.1221
C -2.1175 1.5751 0.8840
N -2.3762 0.1555 0.7336
C -1.5302 -0.7645 1.2662
O -0.5099 -0.5207 1.8680
S -2.1330 -2.4070 0.9442
C -3.4958 -1.7566 0.0571
C -4.5076 -2.4564 -0.5737
C -5.4882 -1.7389 -1.2359
C -5.4491 -0.3514 -1.2685
C -4.4377 0.3513 -0.6377
C -3.4559 -0.3581 0.0383
H -4.4123 1.4282 -0.6800
H -6.2171 0.1920 -1.7967
H -6.2869 -2.2646 -1.7348
H -4.5215 -3.5337 -0.5454
H -3.0814 2.0712 1.0155
H -1.5427 1.7068 1.8042

List of Mulliken charges in e, atom by atom: -0.6842, 0.4364, 0.1788, 0.1668, -1.3264, 0.6077, -0.6278, -0.9492, 0.9897, 0.7804, -0.9957, 0.4958, -0.4865, -0.2382, -0.4789, 0.2421, 0.2513, 0.4208, 0.3628, 0.5495, 0.2784, -0.2654, 0.3031, 0.3780, -1.5426, 0.2213, 0.5501, -0.7061, -0.2309, 0.5608, -0.4886, -0.5245, -0.7816, -0.5178, 0.3973, 0.3462, 0.3806, 0.3771, 0.4031, 0.5061, 0.6604